ORCA calculation (wB97M-V/def2-TZVPD) on a molecular structure, C9H15F8GaNO5.

Cartesian coordinates (Å):
O -0.74968 3.72704 3.43481
N -0.28748 2.97619 2.62404
O -0.41338 3.37011 1.36562
Ga 1.31671 3.77665 0.53552
O 2.34535 4.77176 1.73534
C 2.15704 2.00992 -0.01580
C 1.72766 0.76203 0.78373
C 2.62366 0.39431 1.97876
C 3.10965 1.57795 2.76664
O 3.94534 1.10652 3.84571
H 0.97158 4.72703 -0.70099
H 2.45632 4.30294 2.57196
H 3.23989 2.14151 -0.01709
H 1.82746 1.86792 -1.04563
H 1.74538 -0.09790 0.11015
H 0.71797 0.90137 1.15746
H 3.47203 -0.22505 1.67763
H 2.03292 -0.21500 2.66792
H 2.24244 2.10051 3.18078
H 3.67181 2.27822 2.15024
H 4.13168 1.87549 4.40047
C -2.81817 -3.78176 -1.87084
C -3.05993 -3.19760 -3.27097
C -1.83789 -2.76299 -4.08508
F -1.18538 -1.75248 -3.48744
F -2.26449 -2.33975 -5.30040
F -3.95603 -2.19301 -3.21187
F -3.62005 -4.21229 -4.00222
O -3.00220 -2.93080 -0.76118
C -1.97454 -2.16685 -0.25442
C -2.30900 -0.67141 -0.29094
F -2.52771 -0.27855 -1.56486
F -1.26527 0.00797 0.20966
F -0.80316 -2.43227 -0.86254
F -1.84108 -2.50061 1.04924
H -3.59779 -4.53339 -1.75675
H -1.86374 -4.30723 -1.82210
H -1.15512 -3.60542 -4.22884
H -3.20280 -0.47109 0.30432

Summary:
- E: -3506.6035 Eh
- LUMO level: 2.17 eV
- Charge: -1
- Multiplicity: 1
- E_HOMO: -4.9 eV
- Orbital gap: 7.06 eV

Here are the Mulliken charges for atoms 1 to 5, given in e:
1. O -0.489
2. N 0.178
3. O -0.283
4. Ga 0.491
5. O -0.641



ORCA calculation (wB97M-V/def2-TZVPD) on a molecular structure, C34H41BrIMgN6O4S in a non-equilibrium geometry.

Cartesian coordinates (Å):
Mg -0.30526 0.07489 0.59531
C -1.28805 1.72532 4.64906
C -1.22869 1.35652 3.19251
N -0.42499 0.44022 2.75432
O 0.43578 -0.17561 3.68946
C -2.06339 2.03281 2.23982
C -3.33794 2.72789 2.59926
N -1.72338 1.91101 0.96023
O -2.52848 2.40684 0.12758
H -0.28429 1.75461 5.07689
H -1.89206 1.01132 5.21738
H -1.73187 2.70799 4.77251
H -0.00257 -0.15538 4.54972
H -3.53071 2.72164 3.67083
H -4.17016 2.23548 2.08923
H -3.33216 3.75904 2.23773
C 3.85925 0.17631 -1.29465
C 3.73733 1.39334 -0.41707
C 4.59826 2.46295 -0.63066
C 4.52478 3.60642 0.13926
C 3.56091 3.70143 1.12615
C 2.67434 2.66199 1.37065
C 1.60166 2.82389 2.40569
C 2.79100 1.49910 0.60717
N 1.94083 0.36537 0.86592
C 2.47486 -0.65868 1.40861
C 3.87177 -0.69988 1.95896
C 1.69436 -1.95534 1.45488
C 2.39022 -3.16224 2.01276
N 0.51470 -1.95998 0.98115
C -0.18752 -3.19049 0.78517
C -1.32356 -3.46098 1.55720
C -1.77184 -2.52978 2.64357
C -2.03086 -4.62562 1.30219
C -1.63311 -5.50472 0.30803
C -0.49729 -5.23134 -0.42772
C 0.25172 -4.07880 -0.20192
C 1.49654 -3.87667 -1.02727
H 4.11077 0.48735 -2.30898
H 2.93044 -0.38789 -1.35550
H 4.65918 -0.48696 -0.94873
H 5.31710 2.39718 -1.43858
H 5.18629 4.43973 -0.05751
H 3.46555 4.61166 1.70548
H 1.79349 3.71375 3.00554
H 1.54335 1.96162 3.06950
H 0.63088 2.95032 1.91959
H 4.32171 0.28798 1.96332
H 4.50101 -1.36778 1.36723
H 3.84850 -1.09065 2.97687
H 2.68648 -2.96739 3.04459
H 3.29577 -3.38842 1.44725
H 1.73496 -4.02828 1.98953
H -0.94524 -2.25581 3.30100
H -2.55332 -3.00113 3.23987
H -2.17377 -1.62190 2.19205
H -2.92351 -4.82758 1.88103
H -2.21242 -6.39675 0.10622
H -0.17449 -5.91457 -1.20523
H 1.25675 -3.95073 -2.08749
H 2.23377 -4.64967 -0.79092
H 1.95946 -2.90371 -0.88757
I 1.47935 4.13559 -2.15709
S 0.37491 -0.90196 -2.03766
C 0.05011 -0.00355 -3.42416
N 0.29103 1.27215 -3.65643
C -0.21639 1.71360 -4.94651
C -1.04101 0.49860 -5.40801
N -0.55934 -0.55375 -4.51322
H 0.69656 1.94203 -2.99248
H 0.60694 1.94866 -5.62362
H -0.82887 2.60384 -4.81851
H -0.84962 0.24219 -6.44939
H -2.11056 0.67213 -5.26698
H -1.10911 -1.37892 -4.33900
Br -6.21049 1.10624 -4.44595
C -4.64892 1.19108 -3.35190
C -3.76099 2.24665 -3.51944
C -2.61314 2.28591 -2.75100
C -2.36305 1.32381 -1.76659
C -3.23767 0.24337 -1.65943
C -4.39895 0.19918 -2.42845
C -3.03648 -0.84892 -0.61843
O -3.86928 -1.74699 -0.52583
O -2.00483 -0.74388 0.13617
H -3.95594 3.01509 -4.25694
H -1.91358 3.10833 -2.85563
H -1.32269 1.16369 -1.51986
H -5.07083 -0.63546 -2.28212

Summary:
- E: -5419.8654 Eh
- Energy above the lowest of the compared OMol25 structures with the same formula, charge and spin: 26.4 kcal/mol
- LUMO level: 1.64 eV
- Charge: -1
- Multiplicity: 1
- E_HOMO: -4.4 eV
- Orbital gap: 6.07 eV

Here are the Mulliken charges for atoms 1 to 5, given in e:
1. Mg 2.003
2. C -2.393
3. C 0.783
4. N 0.251
5. O -0.562



ORCA calculation (wB97M-V/def2-TZVPD) on a molecular structure, C21H40NOReS3Si2.

Cartesian coordinates (Å):
Re -0.51122 -0.58770 -0.50474
C -3.45234 -1.38443 1.22218
C -3.25393 -2.60174 0.34404
S -1.56712 -2.69124 -0.38837
C -2.01048 -3.06440 -2.11164
C -2.71430 -1.88998 -2.77046
S -1.80228 -0.31835 -2.52760
C -3.17733 0.79667 -2.11935
C -3.87082 0.45300 -0.81484
S -2.70490 0.13901 0.56602
H -2.98811 -1.52032 2.19741
H -4.51476 -1.20312 1.38720
H -3.98418 -2.63864 -0.46256
H -3.37602 -3.50885 0.93457
H -2.62876 -3.96130 -2.15862
H -1.06033 -3.28243 -2.59895
H -3.71422 -1.76485 -2.36074
H -2.81356 -2.04481 -3.84416
H -3.88415 0.82365 -2.94964
H -2.70441 1.77838 -2.06172
H -4.51120 -0.42191 -0.92133
H -4.51317 1.28020 -0.51325
C -0.98066 0.25243 3.28464
Si -0.13381 1.61337 2.28435
C -1.26331 3.03957 1.80864
C 1.08161 2.33407 3.52361
C 0.70893 0.85560 0.76306
C 1.49380 -0.29268 1.27397
C 2.74201 -0.34148 1.88878
C 3.24153 -1.56990 2.27978
C 2.50698 -2.72601 2.02720
C 1.30488 -2.61537 1.36147
N 0.81681 -1.42574 1.00961
Si 1.65705 2.13354 -0.24231
C 3.24678 1.38223 -0.91790
C 0.53562 2.80027 -1.60199
C 2.28241 3.65049 0.67506
H -1.90775 0.60029 3.74576
H -0.30698 -0.04232 4.09364
H -1.18079 -0.64667 2.70453
H -1.91844 3.27957 2.65030
H -1.89123 2.86558 0.93676
H -0.65908 3.92827 1.61540
H 0.52973 2.50053 4.45376
H 1.51160 3.28774 3.22433
H 1.89428 1.64452 3.76133
H 3.29154 0.57383 2.06047
H 4.20045 -1.63362 2.77760
H 2.86840 -3.69950 2.32526
H 0.72062 -3.48711 1.09575
H 3.17581 0.33675 -1.20467
H 4.02800 1.44853 -0.15744
H 3.59313 1.95471 -1.78232
H -0.08459 2.02035 -2.04845
H 1.11745 3.26751 -2.39991
H -0.13612 3.56061 -1.19516
H 2.91698 3.38931 1.52325
H 1.49352 4.31354 1.03112
H 2.89804 4.22549 -0.02320
C 2.90017 -2.51004 -2.26302
O 1.83568 -2.09014 -1.40093
C 0.99880 -1.08648 -1.69962
C 1.23347 -0.49995 -3.07528
H 2.53286 -2.76631 -3.25611
H 3.32007 -3.39284 -1.79009
H 3.67000 -1.74174 -2.33730
H 2.28980 -0.33660 -3.28337
H 0.72097 0.44678 -3.20114
H 0.86056 -1.18780 -3.84267

Summary:
- <S²>: 0.76
- E: -2805.8375 Eh
- Energy above the lowest of the compared OMol25 structures with the same formula, charge and spin: 0.0 kcal/mol
- LUMO level (alpha / beta): -2.18 / -3.33 eV
- Charge: +1
- Multiplicity: 2
- E_HOMO (alpha / beta): -10.1 / -10.1 eV
- Orbital gap (alpha / beta): 7.96 / 6.73 eV

Here are the Mulliken charges for atoms 1 to 5, given in e:
1. Re -0.994
2. C -1.199
3. C -0.869
4. S 0.066
5. C -0.991



ORCA calculation (wB97M-V/def2-TZVPD) on a single C3H4N2O molecule.

Cartesian coordinates (Å):
O 0.91528 -1.53426 -0.95244
C 0.22983 -0.57595 -0.28836
C -0.77369 -0.58248 0.63748
N -1.06404 0.70992 1.01494
C -0.25983 1.46944 0.32959
N 0.55625 0.73522 -0.49807
H 0.59863 -2.38866 -0.63391
H -1.27271 -1.42642 1.08965
H -0.14167 2.52939 0.49143
H 1.21195 1.06381 -1.19030

Summary:
- E: -301.4615 Eh
- Energy above the lowest of the compared OMol25 structures with the same formula, charge and spin: 16.2 kcal/mol
- LUMO level: 0.67 eV
- Charge: 0
- Multiplicity: 1
- E_HOMO: -8.3 eV
- Orbital gap: 8.97 eV

Here are the Mulliken charges for atoms 1 to 5, given in e:
1. O -0.515
2. C 0.486
3. C -0.347
4. N -0.563
5. C -0.228